# 1
Density functional theory data (ωB97M-V with the def2-TZVPD basis set) for a structure of composition C73H99AsBrGe2KO4PSSi in a non-equilibrium geometry.

Summary:
LUMO level (alpha / beta) = 3.43 / 3.43 eV
charge = -2
E_HOMO (alpha / beta) = -0.44 / -2.60 eV
relative energy (zero: lowest compared OMol25 entry of this formula, charge and spin) = 0.021 eV
max |F| = 0.0350 Eh/bohr
molecular weight = 1470.86 g mol⁻¹
multiplicity = 2

XYZ file:
```
184
Properties=species:S:1:pos:R:3:mulliken_charge:R:1
K 0.524 -0.063 1.141 1.072
C 1.713 -4.602 3.911 -1.692
C 1.198 -4.091 2.567 2.230
C 0.385 -5.165 1.855 -1.689
C 2.359 -3.671 1.676 -1.174
O 0.409 -2.917 2.753 2.245
Si -0.898 -2.610 3.725 -2.162
S -1.896 -0.979 3.019 -0.265
O -1.738 -4.037 3.779 0.633
C -2.798 -4.467 4.611 1.811
C -3.711 -5.316 3.731 -1.800
C -2.191 -5.312 5.731 -1.564
C -3.582 -3.298 5.202 -1.497
O -0.349 -2.510 5.300 -0.385
C 0.337 -1.446 5.945 2.253
C 1.084 -2.087 7.112 -2.101
C 1.329 -0.763 5.007 -1.067
C -0.680 -0.432 6.461 -1.832
H 2.242 -5.547 3.769 0.528
H 0.887 -4.759 4.605 0.117
H 2.403 -3.883 4.354 0.290
H 1.042 -5.979 1.541 0.509
H -0.063 -4.720 0.969 0.081
H -0.408 -5.555 2.492 0.147
H 3.115 -4.458 1.622 0.441
H 2.825 -2.765 2.066 0.016
H 2.004 -3.468 0.666 -0.430
H -3.141 -6.132 3.284 0.309
H -4.117 -4.701 2.927 0.358
H -4.536 -5.734 4.312 0.400
H -1.665 -6.170 5.307 0.294
H -2.963 -5.672 6.414 0.505
H -1.473 -4.707 6.285 0.086
H -3.927 -2.633 4.411 0.258
H -2.950 -2.714 5.871 0.138
H -4.440 -3.677 5.763 0.522
H 1.818 -2.803 6.738 0.389
H 0.379 -2.619 7.753 0.403
H 1.600 -1.329 7.705 0.359
H 1.995 -1.497 4.551 -0.085
H 1.930 -0.037 5.557 0.816
H 0.804 -0.234 4.211 -0.191
H -1.360 -0.912 7.168 0.355
H -1.263 -0.039 5.627 0.181
H -0.171 0.392 6.966 0.481
C 2.786 7.259 -0.635 -1.583
C 3.954 6.528 0.043 2.443
C 4.482 7.419 1.168 -2.209
C 5.083 6.339 -0.979 -1.706
C 3.478 5.170 0.556 -0.556
C 3.033 4.209 -0.349 -0.615
C 2.574 2.995 0.104 0.506
Br 2.042 1.673 -1.162 0.216
C 2.494 2.618 1.473 -0.289
O 2.024 1.478 1.812 -0.770
C 2.980 3.604 2.388 -0.354
C 3.441 4.824 1.907 -0.447
C 2.982 3.275 3.881 2.725
C 1.545 3.024 4.361 -1.555
C 3.835 2.022 4.130 -1.774
C 3.564 4.408 4.731 -2.490
H 3.110 8.223 -1.039 0.454
H 1.981 7.434 0.082 0.332
H 2.378 6.665 -1.453 0.239
H 4.825 8.370 0.752 0.438
H 5.324 6.951 1.683 0.422
H 3.707 7.634 1.906 0.382
H 5.450 7.308 -1.332 0.457
H 4.744 5.771 -1.846 0.309
H 5.915 5.793 -0.531 0.353
H 3.045 4.390 -1.417 0.419
H 3.799 5.547 2.625 0.422
H 1.096 2.200 3.810 0.085
H 0.933 3.917 4.210 0.318
H 1.538 2.778 5.427 0.478
H 3.451 1.182 3.556 0.180
H 3.823 1.762 5.193 0.484
H 4.870 2.203 3.830 0.335
H 2.981 5.328 4.636 0.398
H 4.600 4.627 4.460 0.403
H 3.547 4.109 5.782 0.461
C 5.430 0.751 -0.459 -0.785
Ge 5.032 -1.198 -0.550 1.739
C 6.653 -1.898 -1.510 -1.460
C 5.406 -1.732 1.335 -1.198
Ge 2.438 -2.003 -1.726 -0.365
C 2.535 -1.076 -3.503 0.211
C 1.567 -1.260 -4.491 0.445
C 1.682 -0.670 -5.744 -0.956
C 2.770 0.140 -6.035 -0.464
C 3.735 0.354 -5.061 -0.820
C 3.616 -0.249 -3.816 -0.008
C 3.070 -3.850 -2.256 0.034
C 2.446 -4.592 -3.261 0.105
C 2.818 -5.899 -3.540 -0.836
C 3.825 -6.511 -2.803 -0.413
C 4.458 -5.795 -1.798 -1.243
C 4.082 -4.482 -1.537 -0.051
H 6.481 0.881 -0.182 0.492
H 4.805 1.225 0.299 -0.170
H 5.248 1.263 -1.404 0.293
H 7.551 -1.554 -0.986 0.503
H 6.683 -1.529 -2.537 0.349
H 6.662 -2.988 -1.545 0.369
H 6.417 -1.407 1.594 0.502
H 5.331 -2.810 1.485 0.366
H 4.701 -1.240 2.008 0.041
H 0.702 -1.877 -4.271 0.207
H 0.917 -0.841 -6.495 0.407
H 2.863 0.605 -7.011 0.343
H 4.583 0.998 -5.268 0.394
H 4.375 -0.063 -3.066 -0.329
H 1.647 -4.137 -3.835 0.388
H 2.316 -6.447 -4.330 0.387
H 4.107 -7.538 -3.006 0.342
H 5.241 -6.262 -1.210 0.406
H 4.582 -3.939 -0.743 0.412
C -2.690 -3.374 -0.547 -0.724
C -1.883 -3.759 -1.794 2.808
C -1.706 -5.283 -1.857 -1.665
C -2.612 -3.293 -3.061 -1.774
C -0.573 -3.092 -1.757 0.009
C 0.506 -2.538 -1.783 -1.264
H -3.655 -3.891 -0.540 0.516
H -2.862 -2.298 -0.523 -0.212
H -2.150 -3.631 0.364 -0.265
H -2.662 -5.759 -2.097 0.444
H -1.360 -5.675 -0.904 0.254
H -0.975 -5.554 -2.620 0.312
H -3.620 -3.718 -3.102 0.525
H -2.064 -3.605 -3.952 0.480
H -2.681 -2.204 -3.072 -0.111
C -3.823 0.982 -2.617 -0.612
C -4.975 0.313 -1.887 -1.495
As -6.777 0.557 -2.665 0.183
C -6.444 0.076 -4.527 0.174
C -5.577 -0.965 -4.838 -0.289
C -5.405 -1.380 -6.151 -0.511
C -6.109 -0.760 -7.173 -0.495
C -6.994 0.266 -6.872 -0.508
C -7.165 0.676 -5.558 -0.350
C -6.695 2.510 -2.780 -0.006
C -6.070 3.228 -3.796 0.082
C -5.965 4.610 -3.721 -0.608
C -6.477 5.292 -2.626 -0.378
C -7.103 4.587 -1.609 -0.680
C -7.215 3.206 -1.691 -0.394
P -2.251 1.015 -1.600 1.611
C -1.274 2.103 -2.710 1.019
C -0.741 3.328 -2.316 -0.683
C 0.069 4.058 -3.173 -0.512
C 0.375 3.567 -4.432 -0.788
C -0.124 2.333 -4.826 -0.550
C -0.939 1.608 -3.971 -0.860
C -2.908 2.182 -0.339 0.246
C -3.442 3.441 -0.627 -0.042
C -4.028 4.200 0.371 -0.953
C -4.096 3.712 1.673 -0.712
C -3.580 2.462 1.969 -0.414
C -2.992 1.702 0.963 -0.591
H -4.069 2.026 -2.823 -0.088
H -3.617 0.500 -3.576 0.788
H -5.084 0.736 -0.884 0.643
H -4.811 -0.757 -1.752 0.337
H -5.023 -1.459 -4.052 0.348
H -4.715 -2.185 -6.372 0.424
H -5.969 -1.075 -8.200 0.372
H -7.553 0.751 -7.664 0.370
H -7.860 1.478 -5.334 0.423
H -5.645 2.708 -4.646 0.373
H -5.462 5.152 -4.512 0.388
H -6.380 6.368 -2.562 0.383
H -7.497 5.109 -0.746 0.404
H -7.702 2.659 -0.891 0.351
H -0.924 3.704 -1.318 0.395
H 0.485 5.001 -2.839 0.331
H 1.030 4.122 -5.092 0.347
H 0.150 1.917 -5.787 0.362
H -1.280 0.624 -4.274 0.147
H -3.406 3.829 -1.639 0.490
H -4.435 5.176 0.133 0.479
H -4.550 4.313 2.452 0.396
H -3.620 2.062 2.973 0.551
H -2.601 0.722 1.210 -0.077
```

***

# 2
Density functional theory data (ωB97M-V with the def2-TZVPD basis set) for a structure of composition C4H7NO2 in a non-equilibrium geometry.

Summary:
LUMO level = 0.51 eV
charge = 0
E_HOMO = -7.74 eV
relative energy (zero: lowest compared OMol25 entry of this formula, charge and spin) = 3.376 eV
max |F| = 0.0201 Eh/bohr
molecular weight = 101.10 g mol⁻¹

XYZ file:
```
14
Properties=species:S:1:pos:R:3:nbo_charge:R:1
C -1.543 0.462 0.165 -0.658
C -0.336 -0.240 -0.517 0.226
C 0.063 -1.558 0.238 -0.071
O -0.328 -0.305 -1.797 -0.827
C 0.945 0.283 0.203 0.653
O 1.212 -0.717 0.991 -0.467
N 1.666 1.357 -0.013 -0.742
H -2.448 -0.079 -0.124 0.225
H -1.492 0.522 1.262 0.194
H -1.619 1.477 -0.240 0.215
H 0.608 -2.236 -0.427 0.210
H -0.678 -2.095 0.858 0.196
H 2.598 1.518 0.351 0.413
H 1.346 1.956 -0.771 0.434
```

***

# 3
Density functional theory data (ωB97M-V with the def2-TZVPD basis set) for the molecule C2H4ClNS2 in a non-equilibrium geometry.

Summary:
LUMO level = 0.25 eV
charge = 0
structure (SMILES) = S=C(CCl)NS
E_HOMO = -8.79 eV
relative energy (zero: lowest compared OMol25 entry of this formula, charge and spin) = 0.146 eV
max |F| = 0.0403 Eh/bohr
molecular weight = 141.65 g mol⁻¹

XYZ file:
```
10
Properties=species:S:1:pos:R:3:nbo_charge:R:1
C 0.005 0.563 0.058 0.059
C -1.455 0.791 0.220 -0.418
H 2.207 -1.761 -1.132 0.104
H -0.182 -1.493 0.237 0.416
H -1.849 1.521 -0.473 0.259
H -1.567 1.191 1.251 0.256
N 0.464 -0.752 0.091 -0.745
S 2.074 -1.245 0.074 0.227
S 0.976 1.858 -0.100 -0.061
Cl -2.468 -0.713 -0.104 -0.097
```

***

# 4
Density functional theory data (ωB97M-V with the def2-TZVPD basis set) for a cluster of 3 separate species, C4H14O2S2 in total in a non-equilibrium geometry.

Summary:
LUMO level = 0.24 eV
charge = 0
structure (SMILES) = CCCSSC.O.O
E_HOMO = -8.80 eV
relative energy (zero: lowest compared OMol25 entry of this formula, charge and spin) = 0.559 eV
max |F| = 0.0417 Eh/bohr
molecular weight = 158.29 g mol⁻¹

XYZ file:
```
22
Properties=species:S:1:pos:R:3:nbo_charge:R:1
C 0.214 -0.580 2.267 -0.408
C -1.103 -1.254 1.913 -0.620
C 1.021 -0.019 1.085 -0.533
S 1.679 -1.293 -0.024 0.055
S 2.609 0.205 -1.338 0.091
C 1.125 0.702 -2.279 -0.761
H 0.867 -1.270 2.811 0.205
H -0.010 0.293 2.887 0.205
H -1.793 -0.532 1.436 0.188
H -1.682 -1.710 2.708 0.224
H -0.960 -1.875 1.019 0.211
H 1.918 0.343 1.582 0.225
H 0.416 0.742 0.596 0.214
H 1.521 1.516 -2.894 0.222
H 0.190 1.007 -1.822 0.250
H 0.894 -0.159 -2.903 0.227
H -0.556 3.272 -0.581 0.478
H -1.613 2.215 -0.291 0.472
O -0.986 2.506 -0.969 -0.938
H -1.848 -0.884 -1.648 0.459
H -0.570 -1.650 -1.482 0.475
O -1.335 -1.574 -2.073 -0.940
```

***

# 5
Density functional theory data (ωB97M-V with the def2-TZVPD basis set) for a cluster of 2 separate species, C9H10NO3S in total in a non-equilibrium geometry.

Summary:
LUMO level = 3.03 eV
charge = -1
E_HOMO = -3.10 eV
relative energy (zero: lowest compared OMol25 entry of this formula, charge and spin) = 0.346 eV
max |F| = 0.0866 Eh/bohr
molecular weight = 212.25 g mol⁻¹

XYZ file:
```
24
Properties=species:S:1:pos:R:3:nbo_charge:R:1
C -2.415 -0.782 -0.537 -0.368
C -2.745 -2.026 -0.097 -0.325
C 1.309 3.140 -0.042 -0.450
C 0.931 2.015 0.519 -0.141
C 1.668 -2.160 -0.276 0.536
C 4.641 -1.430 0.212 1.059
C -1.136 0.033 -0.411 -0.258
C 0.104 -0.333 -0.198 0.149
C 1.201 0.725 -0.263 -0.460
N 0.523 -1.559 0.063 -0.638
O 4.917 -0.381 -0.255 -0.555
O 2.594 -1.659 -0.868 -0.686
O 4.557 -2.460 0.686 -0.526
S -1.801 -3.273 0.621 -0.456
H -3.215 -0.126 -0.964 0.180
H -3.805 -2.447 -0.481 0.178
H 1.115 4.129 0.530 0.185
H 1.947 3.140 -0.941 0.197
H 0.510 1.804 1.479 0.204
H 1.785 -3.163 -0.011 0.124
H -1.446 1.040 -0.634 0.200
H 1.336 1.091 -1.261 0.212
H 2.144 0.366 0.158 0.230
H -0.253 -2.214 0.189 0.408
```

***

# 6
Density functional theory data (ωB97M-V with the def2-TZVPD basis set) for the molecule C4H13ClSi2 in a non-equilibrium geometry.

Summary:
LUMO level = 0.86 eV
charge = 0
structure (SMILES) = C[SiH](C)C[Si@@H](C)Cl
E_HOMO = -10.27 eV
relative energy (zero: lowest compared OMol25 entry of this formula, charge and spin) = 0.000 eV
max |F| = 0.0704 Eh/bohr
molecular weight = 152.77 g mol⁻¹

XYZ file:
```
20
Properties=species:S:1:pos:R:3:nbo_charge:R:1
C -1.040 -0.539 -1.774 -1.077
C -2.356 -0.516 1.132 -1.036
C 2.153 1.434 -0.918 -1.103
C 0.893 -0.808 0.704 -1.327
Si -0.772 0.088 0.049 1.322
Si 2.454 -0.382 -0.311 1.362
Cl 4.163 -0.558 0.889 -0.395
H -0.181 -0.826 -2.350 0.230
H -1.651 -1.415 -1.645 0.229
H -1.496 0.182 -2.388 0.230
H -2.464 -1.534 1.102 0.223
H -2.136 -0.434 2.217 0.232
H -3.299 -0.094 0.805 0.236
H 2.011 2.142 -0.118 0.240
H 3.053 1.751 -1.492 0.244
H 1.285 1.506 -1.627 0.244
H 0.980 -0.377 1.691 0.256
H 0.653 -1.929 0.916 0.274
H -0.827 1.482 -0.131 -0.197
H 2.749 -1.186 -1.486 -0.186
```

***

# 7
Density functional theory data (ωB97M-V with the def2-TZVPD basis set) for a cluster of 2 separate species, C5H11O2S in total in a non-equilibrium geometry.

Summary:
LUMO level = 3.44 eV
charge = -1
E_HOMO = -4.23 eV
relative energy (zero: lowest compared OMol25 entry of this formula, charge and spin) = 3.183 eV
max |F| = 0.1354 Eh/bohr
molecular weight = 135.21 g mol⁻¹

XYZ file:
```
19
Properties=species:S:1:pos:R:3:nbo_charge:R:1
C -1.107 -0.505 -2.627 -0.798
C 0.775 -1.406 -1.047 -0.728
S 0.339 -1.531 -2.886 0.061
H -0.842 0.541 -3.264 0.203
H -2.019 -0.899 -2.747 0.191
H -1.155 -0.219 -1.490 0.315
H -0.298 -1.837 -0.574 0.250
H 1.016 -0.316 -1.061 0.268
H 1.683 -1.810 -0.839 0.186
C -0.275 1.044 2.011 -0.544
C 1.147 0.729 2.162 -0.572
C -0.830 0.731 0.556 0.784
O -0.242 1.264 -0.396 -0.799
O -1.828 0.068 0.552 -0.758
H -0.829 0.230 2.637 0.198
H -0.584 2.046 2.294 0.202
H 1.491 0.271 3.180 0.172
H 2.111 1.508 2.080 0.168
H 1.445 0.093 1.460 0.198
```

***

# 8
Density functional theory data (ωB97M-V with the def2-TZVPD basis set) for the molecule C4H8O3.

Summary:
LUMO level = 0.71 eV
charge = 0
structure (SMILES) = C[C@H](O)CC(=O)O
E_HOMO = -10.33 eV
relative energy (zero: lowest compared OMol25 entry of this formula, charge and spin) = 0.411 eV
max |F| = 0.0113 Eh/bohr
molecular weight = 104.10 g mol⁻¹

XYZ file:
```
15
Properties=species:S:1:pos:R:3:nbo_charge:R:1
O 1.211 1.963 0.357 -0.579
C 0.465 1.281 -0.291 0.798
O 0.587 1.176 -1.636 -0.694
C -0.648 0.431 0.239 -0.534
C -0.404 -1.059 0.092 0.105
C -1.665 -1.870 0.312 -0.625
O 0.574 -1.393 1.091 -0.724
H 1.344 1.741 -1.870 0.496
H -0.777 0.655 1.293 0.246
H -1.570 0.718 -0.276 0.234
H 0.009 -1.335 -0.885 0.174
H -2.036 -1.682 1.319 0.214
H -2.438 -1.638 -0.417 0.213
H -1.390 -2.922 0.293 0.209
H 0.966 -2.236 0.853 0.469
```